Entry from the Open Molecules 2025 dataset: a structure of composition C10H19NO in a non-equilibrium geometry (wB97M-V/def2-TZVPD).

Geometry as XYZ:
```
31
Properties=species:S:1:pos:R:3:forces:R:3
O -0.28695 -0.92476 1.63988 2.556 -10.325 8.499
N -1.69478 0.02276 0.43844 -1.934 3.802 -4.043
C 3.70444 -1.26581 -1.43676 -1.028 -2.917 5.411
C 0.49702 0.81833 0.68489 4.612 6.820 7.015
C 2.86173 -0.19770 -0.75169 11.877 -2.429 6.594
C 2.36891 -0.63790 0.73574 7.322 -1.857 -1.632
C -3.63335 -0.50740 -0.54495 -11.691 6.993 -14.344
C -3.55350 1.12065 -0.75061 2.134 -0.277 5.218
C -2.84230 -0.89450 0.32464 8.915 -4.416 16.699
C -0.47612 -0.04652 0.98080 -6.247 1.464 -5.340
C 1.82779 0.49158 1.40488 1.029 2.807 4.700
C -1.97577 1.16923 -0.41327 -4.472 4.145 6.223
H 1.73421 0.21682 2.57745 -0.443 0.780 -2.729
H -2.43328 -1.94133 0.41553 -0.764 0.938 -0.371
H -3.32297 -0.65094 1.56975 0.633 -1.289 -3.235
H 4.70810 -1.55988 -0.89605 -2.266 0.455 -0.275
H -3.75652 1.62865 -1.71200 -0.411 -0.683 0.715
H 3.67629 0.64966 -0.83575 -2.052 -0.674 1.162
H 1.73021 -1.44613 0.58252 -1.456 -1.115 -0.041
H 0.24929 1.77330 1.37122 -0.212 -1.482 -1.346
H 2.65191 1.52601 1.52437 -2.565 -3.083 -0.973
H -4.78810 -0.60026 -0.61538 2.028 -0.993 0.893
H -3.30682 -0.73819 -1.59281 -0.167 -0.652 0.506
H 2.12679 0.05830 -1.20036 -9.120 3.037 -6.108
H 3.06265 -2.14047 -1.58197 0.394 -0.511 0.327
H 3.35700 -1.24644 1.37429 -2.680 2.093 -1.909
H -1.55857 1.15652 -1.26654 3.783 -0.156 -6.127
H 0.77060 1.32628 -0.09226 0.504 2.116 -5.536
H 4.05915 -1.10636 -2.32241 1.639 1.911 -5.557
H -1.73247 2.33189 0.10338 -0.476 -3.496 -1.249
H -4.02459 1.61459 0.28500 0.560 -1.003 -3.146
```
Forces are in eV/Å.

Calculated values
DFT total energy in Ha: -522.042075
LUMO level in eV: 0.708
ΔE to the lowest compared entry with this formula, charge and spin in kcal per mole: 233.9
Orbital gap in eV: 9.38

***

Entry from the Open Molecules 2025 dataset: an isolated molecule of C10H19NO2Si in a non-equilibrium geometry (wB97M-V/def2-TZVPD).

Geometry as XYZ:
```
33
Properties=species:S:1:pos:R:3:forces:R:3
Si -2.57268 -0.25389 -0.69675 1.284 -0.534 0.332
O -4.12584 0.29150 -0.78489 -0.921 -0.067 -0.355
O -2.70909 -1.94749 -0.96122 0.559 1.996 0.751
N -1.63361 -0.03259 0.82268 -0.827 -0.665 -1.484
C 1.78574 -1.79874 0.28077 2.060 2.422 -0.145
C -1.09299 1.25568 1.20862 -3.264 2.012 0.441
C -0.60001 -1.03201 0.98964 2.000 -1.561 2.240
C 2.95039 -1.49123 -0.81715 0.850 0.236 4.751
C -4.93142 1.33884 -0.47345 -0.053 -1.586 -2.967
C 1.14804 0.60488 0.34485 0.790 1.305 0.105
C 3.35592 -0.01993 -0.61542 0.824 0.563 -2.946
C 2.19926 0.89788 -0.70313 -1.786 1.698 -0.742
C 0.03906 1.71124 0.40587 1.825 1.642 -1.185
C 0.70683 -0.77908 0.10936 -4.570 -0.610 -0.695
H 1.40760 -2.73766 0.05188 -0.647 -2.004 0.236
H 3.89877 -2.08504 -0.57298 -1.601 0.216 -0.842
H -4.77168 1.65339 0.44401 0.646 1.946 4.275
H 2.10364 -1.62350 1.35548 0.181 -0.927 -1.148
H -0.95240 1.26225 2.27154 0.692 -0.397 0.781
H 2.53697 1.91846 -0.43611 -0.025 -0.140 -0.930
H -0.23384 -0.86761 2.12390 -0.788 -0.911 -2.049
H 1.65564 0.84236 -1.70669 0.858 0.438 1.016
H -0.95316 -2.12260 0.81052 0.317 1.956 0.519
H -3.59110 -1.95715 -1.31264 -0.954 -0.757 -0.498
H 3.77889 0.35780 0.30930 0.899 -1.231 0.386
H 0.19459 -0.83806 -0.89354 0.947 -0.022 0.174
H -0.39481 1.92602 -0.62460 0.848 -0.421 0.883
H 1.67909 0.51220 1.30682 -0.172 0.645 0.227
H 2.46735 -1.66816 -1.74151 0.136 -0.194 -1.238
H -5.90780 1.49936 -0.91199 0.313 -0.539 -0.555
H 4.03310 0.28354 -1.50161 -0.495 -0.485 1.543
H 0.40389 2.80267 0.77685 -0.404 -2.682 -0.670
H -1.87433 2.09666 1.14162 0.478 -1.337 -0.211
```
Forces are in eV/Å.

Calculated values
DFT total energy in Ha: -887.080846
LUMO level (alpha / beta) in eV: 0.474 / -0.394
ΔE to the lowest compared entry with this formula, charge and spin in kcal per mole: 49.3
Orbital gap (alpha / beta) in eV: 7.54 / 7.48

***

Entry from the Open Molecules 2025 dataset: the ion C10H19NP with charge +1 in a non-equilibrium geometry (wB97M-V/def2-TZVPD).

Geometry as XYZ:
```
31
Properties=species:S:1:pos:R:3:forces:R:3
P -0.18538 -0.20490 -1.10471 1.763 -1.286 -0.031
N -2.27159 -0.57611 0.61832 1.564 0.736 0.784
C 1.03406 0.72660 1.10580 -2.376 -1.597 -3.485
C 1.82929 1.48513 1.98196 -0.426 1.485 2.794
C -1.02871 -0.29233 0.49596 -2.233 0.545 -0.478
C 0.01140 -1.97780 -1.61947 -2.767 1.803 -1.513
C -0.74210 0.92382 -2.33765 2.422 -1.127 -2.697
C -3.09465 -0.70875 -0.52291 1.029 -3.690 -1.796
C -0.74071 0.55738 2.82511 1.441 3.619 0.916
C -0.18886 0.32470 1.50416 0.779 -1.511 -0.958
C 2.49196 -0.69438 -0.56642 1.272 2.322 -1.606
C 1.46470 0.39430 -0.44241 -1.960 0.557 2.623
H -0.00071 0.56864 3.62641 0.057 -0.433 -0.152
H 1.80026 1.34120 -0.89344 -0.265 -0.394 -0.077
H -1.02773 1.65339 2.78795 -0.321 -1.046 0.331
H 2.12482 2.42855 1.55180 0.596 0.262 0.039
H 0.16031 1.42272 -2.78611 -0.564 -0.652 0.344
H -1.22944 1.69312 -1.89831 -2.089 2.324 1.342
H 2.11408 -1.64135 -0.33882 -0.115 -1.423 0.148
H 3.37250 -0.45749 -0.01039 0.429 -0.007 0.980
H 1.23581 1.65941 2.95831 1.284 0.194 -1.752
H 0.75047 -2.09512 -2.33383 1.803 -0.098 -1.251
H 2.89087 -0.52780 -1.58579 -0.311 -1.155 0.092
H 2.60312 0.83552 2.27332 1.902 -0.244 0.447
H 0.25584 -2.40152 -0.72683 0.784 -1.620 2.366
H -3.75304 -1.63982 -0.38461 0.950 1.255 -0.417
H -0.87201 -2.51011 -2.04619 0.276 0.882 0.574
H -1.27511 0.46928 -3.18065 -0.174 0.071 0.491
H -2.44940 -0.85650 -1.54670 -1.792 0.452 2.053
H -3.75579 0.10405 -0.56887 -0.802 1.303 -0.348
H -1.52426 -0.00383 3.16499 -2.155 -1.526 0.238
```
Forces are in eV/Å.

Calculated values
DFT total energy in Ha: -788.224479
LUMO level in eV: -3.405
ΔE to the lowest compared entry with this formula, charge and spin in kcal per mole: 0.0
Orbital gap in eV: 9.08
Charge: +1

***

Entry from the Open Molecules 2025 dataset: a cluster of 2 separate species, C10H20 in total in a non-equilibrium geometry (wB97M-V/def2-TZVPD).

Geometry as XYZ:
```
30
Properties=species:S:1:pos:R:3:forces:R:3
C -2.01455 -0.48495 -0.73099 -1.931 -0.164 -4.397
C -1.27032 -1.43897 1.36807 -2.267 -2.060 0.923
C 1.16071 1.20072 -1.44083 -0.010 2.161 0.636
C 2.13978 0.88177 0.93746 0.926 1.878 -1.230
C -2.31570 -0.19938 1.46701 -0.075 -1.488 5.862
C 1.58494 -0.28308 -1.53659 1.005 2.490 2.077
C 2.16942 -0.36149 0.04515 -1.389 -6.444 0.431
C 1.96045 1.90260 -0.23745 3.884 -2.189 -2.328
C -1.84396 0.54268 0.32913 0.358 4.333 -2.577
C -1.48137 -1.79092 -0.16057 -2.712 -1.689 -0.029
H 3.15072 -0.98271 0.08540 -1.476 1.368 -0.194
H -0.77574 0.72584 0.53614 -0.307 0.150 -0.166
H 3.06011 1.90173 -0.63901 -1.673 0.909 0.589
H -2.06604 0.51640 2.39978 -0.739 -2.032 -1.474
H -0.78342 -2.25322 -0.87884 0.712 0.413 1.168
H -2.37486 -2.53709 -0.33619 1.543 1.016 1.056
H 3.10454 1.24040 1.62727 -2.407 -1.516 -2.025
H -3.17557 -0.43189 -0.87807 1.847 -0.808 0.102
H 1.15756 1.63681 -2.43919 1.381 0.605 -0.131
H 0.62137 -0.86626 -1.86103 2.579 0.341 0.757
H 1.25262 1.03338 1.53780 -0.182 -0.759 0.519
H -1.44245 -2.38282 2.12128 0.177 2.422 -1.892
H 2.58129 -0.28945 -2.14264 -2.378 -0.501 0.335
H 0.18482 1.61836 -1.23796 -1.353 -1.666 0.508
H -0.32873 -1.01669 1.62189 1.000 0.050 -0.073
H 1.37791 -1.20449 0.38998 1.903 1.826 0.097
H -2.28592 1.66702 0.10515 0.682 -2.995 0.503
H 1.67311 2.83194 0.15219 -0.603 1.567 -0.198
H -3.38381 -0.67887 1.65189 1.909 1.547 -1.102
H -1.63689 -0.49736 -1.85623 -0.408 1.234 2.251
```
Forces are in eV/Å.

Calculated values
DFT total energy in Ha: -392.819218
SMILES: C1CCCC1.C1CCCC1
LUMO level in eV: 0.974
ΔE to the lowest compared entry with this formula, charge and spin in kcal per mole: 125.1
Orbital gap in eV: 10.85

***

Entry from the Open Molecules 2025 dataset: a structure of composition C10H20BiClI2NO2P in a non-equilibrium geometry (wB97M-V/def2-TZVPD).

Geometry as XYZ:
```
38
Properties=species:S:1:pos:R:3:forces:R:3
Bi 1.52942 -0.59880 -0.04318 0.170 1.463 0.605
I 1.24272 -2.68618 -3.90478 -0.507 0.399 -0.479
I -0.45722 -1.48212 -5.69444 0.633 -0.434 0.664
Cl 1.52893 1.28053 1.69896 0.239 -1.105 -1.161
P 3.00969 1.21159 -1.68591 2.731 0.573 0.978
O -0.77012 -0.55270 -0.14875 0.775 -0.068 -0.393
O -0.01068 0.48796 -2.88396 3.386 0.923 3.184
N -1.56892 0.28505 1.78529 0.397 -0.113 -1.270
C 4.64108 1.46368 -0.90109 0.312 0.094 0.034
C -1.72309 -0.47332 0.69749 -0.139 0.824 1.600
C -3.39892 -2.11216 2.84476 -0.071 -0.168 0.025
C 3.38484 0.92981 -3.44384 -0.094 -0.506 -0.387
C -2.97660 -1.27337 0.49823 0.402 0.528 -0.422
C 0.72009 0.54488 -1.98454 -6.277 -1.318 -4.106
C -2.52368 -1.12049 3.59565 0.084 0.141 0.232
C -2.42911 0.26496 2.96224 -0.626 -0.085 0.371
C 2.15141 2.82130 -1.64767 -0.283 -0.106 0.168
C -2.93209 -2.48229 1.44124 0.065 -0.045 0.090
H 2.52375 1.19479 -4.07312 0.229 -0.132 0.144
H 4.25103 1.54007 -3.75874 -0.393 -0.134 0.344
H -4.41003 -1.68791 2.78492 0.014 -0.363 0.094
H 5.24445 0.53992 -0.95890 -0.332 0.330 -0.014
H -1.51572 -1.53581 3.69736 0.025 0.080 0.169
H 2.85815 3.63637 -1.88718 -0.272 -0.426 0.016
H 5.19634 2.26184 -1.41402 -0.160 -0.186 0.101
H 3.63103 -0.13046 -3.60968 -0.072 0.354 -0.021
H -1.90200 -2.86599 1.50093 -0.181 -0.050 -0.136
H -1.97234 0.95868 3.66966 -0.199 0.028 -0.100
H 4.53328 1.74693 0.15726 -0.077 -0.118 -0.331
H -3.44993 0.61281 2.71886 0.481 0.107 0.008
H -3.83600 -0.62117 0.71868 0.144 -0.292 -0.062
H 1.34109 2.78788 -2.39241 0.314 0.394 0.204
H -3.54826 -3.29141 1.03582 0.062 0.216 0.072
H -3.40198 -3.03870 3.42126 -0.383 0.103 0.098
H -2.99885 -1.53525 -0.56603 -0.071 -0.110 0.295
H 1.71894 2.99203 -0.65161 0.141 0.063 -0.267
H -0.74277 0.90610 1.81250 -0.685 -0.733 0.008
H -2.93791 -0.97903 4.60874 0.218 -0.125 -0.358
```
Forces are in eV/Å.

Calculated values
DFT total energy in Ha: -2209.254158
LUMO level in eV: -8.941
ΔE to the lowest compared entry with this formula, charge and spin in kcal per mole: 0.0
Orbital gap in eV: 5.78
Charge: +2

***

Entry from the Open Molecules 2025 dataset: a cluster of 5 separate species, C10H20Cl10 in total in a non-equilibrium geometry (wB97M-V/def2-TZVPD).

Geometry as XYZ:
```
40
Properties=species:S:1:pos:R:3:forces:R:3
Cl 0.87350 -1.78634 -5.85041 -0.445 0.233 0.127
Cl 1.88022 -0.03878 -3.05086 -0.261 -0.102 0.617
Cl -0.37210 -1.13265 0.64412 -0.536 -0.174 -0.064
Cl -0.15037 -4.71325 -3.75063 0.120 0.500 0.447
Cl 0.90271 3.22099 3.47806 0.569 -0.707 -1.762
Cl 2.79182 1.82573 0.37565 -0.631 -0.465 0.031
Cl -2.53071 -3.02411 -2.08700 0.801 0.488 -0.268
Cl -5.22492 0.36206 0.60143 -1.110 0.537 -1.124
Cl 1.43316 3.72801 7.71777 0.255 0.036 -0.303
Cl -4.07981 -2.64729 0.92564 0.053 -0.400 0.001
C 0.14882 -3.24906 -2.72104 -0.537 -0.254 0.179
C 2.00216 0.51711 -4.72240 -0.464 0.032 -0.187
C -3.96650 -1.36558 2.12321 0.658 0.880 0.745
C -3.72598 -0.01486 1.39604 -0.217 -0.898 0.845
C 0.73159 3.77097 5.09241 -0.173 0.055 1.641
C 1.15508 1.04759 0.45320 0.010 0.471 -1.018
C 1.21844 -0.38908 0.78332 1.227 -1.020 1.586
C 2.21682 -0.64514 -5.65211 0.862 -0.191 -0.283
C -1.01696 -2.26937 -2.74988 0.099 0.023 -0.517
C 1.79114 3.15715 6.05203 -0.619 -0.095 -0.272
H 3.02106 -1.28781 -5.29397 0.217 0.346 -0.165
H 0.24351 -3.54143 -1.67525 0.139 -0.469 -0.148
H 0.69982 4.85932 5.04138 0.428 -0.084 0.430
H 1.09083 1.03934 -5.01369 -0.002 0.063 0.289
H -3.57973 0.86344 2.02477 0.503 -0.497 0.391
H -3.17133 -1.58229 2.83653 0.412 -0.099 -0.383
H 0.57150 1.60101 1.18890 -0.051 -0.029 -0.350
H 2.83679 3.31922 5.79041 -0.202 0.688 0.006
H 2.44071 -0.24805 -6.64221 0.108 -0.132 0.020
H -4.85578 -1.40603 2.75221 -0.241 0.418 -0.441
H 1.53062 -0.49140 1.82264 0.038 -0.313 -0.013
H 2.83293 1.22256 -4.70642 0.025 -0.196 -0.422
H 1.10384 -2.84018 -3.05098 -0.354 0.249 -0.108
H -0.26702 3.44704 5.38559 0.168 0.037 0.400
H 0.71732 1.00460 -0.54410 -0.017 1.157 -0.053
H 1.71688 2.07043 6.09243 -0.418 0.066 -0.141
H 1.89822 -0.98045 0.16993 -0.004 0.327 -0.127
H -1.24937 -1.88102 -3.74148 -0.024 -0.387 -0.037
H -0.73701 -1.39372 -2.16424 -0.231 -0.207 0.338
H -2.92190 -0.12871 0.66899 -0.154 0.115 0.093
```
Forces are in eV/Å.

Calculated values
DFT total energy in Ha: -4994.939800
SMILES: ClCCCl.ClCCCl.ClCCCl.ClCCCl.ClCCCl
LUMO level in eV: 0.376
ΔE to the lowest compared entry with this formula, charge and spin in kcal per mole: 15.3
Orbital gap in eV: 10.59